The following is a DFT calculation (ωB97M-V/def2-TZVPD) of one molecule with the formula C4H6N2OS.

Atoms and positions in Å:
C -2.26508 -1.62690 0.34617
S -0.98469 -1.15411 -0.76814
N 0.49881 -0.45348 -0.30866
N 1.59440 -0.65633 -1.17909
C 2.30803 0.42269 -0.98665
C 1.68593 1.38564 -0.10110
C 0.59018 0.71008 0.51997
O -0.47694 1.08069 1.19070
H -3.25240 -1.07994 -0.01509
H -1.87199 -1.15713 1.18629
H -2.41604 -2.67349 0.27543
H 3.01412 0.75794 -1.75474
H 1.85492 2.43387 0.07471
H -0.27925 2.01046 1.52020

Cartesian forces (eV/Å) of the 2 atoms listed first:
C -1.666 1.726 -1.246
S 0.202 -0.073 -4.490

Results
SMILES string: CSn1nccc1O
energy above the lowest of the compared OMol25 structures with the same formula, charge and spin: 452.32 kJ/mol
frontier orbital gap: 8.479 eV

Atomic partial charges in e from the Löwdin method, atoms 1 to 4:
1. C -0.409
2. S 0.913
3. N -0.439
4. N 0.023